Density functional theory data (wB97M-V/def2-TZVPD) for C5H10 as an isolated structure in a non-equilibrium geometry.

Its HOMO-LUMO gap is 7.1660 eV. As for the LUMO energy: 0.74 eV.

```
15
Properties=species:S:1:pos:R:3:forces:R:3:mulliken_charge:R:1
C -1.215686 1.304247 0.099635 0.06 -0.02 -0.30 -1.50
C -0.510059 -0.026282 -0.122071 1.48 0.02 1.96 0.80
C -0.915420 -1.127646 0.655336 -0.19 0.17 -0.30 -1.05
H -0.538104 -0.100984 -1.480216 0.61 0.24 -0.35 0.11
H -2.270994 1.184598 -0.154168 0.10 0.04 0.06 0.38
H -0.802839 2.104355 -0.521432 -0.03 -0.09 0.00 0.40
H -1.139837 1.589094 1.151547 0.05 -0.11 -0.13 0.38
H -0.396606 -2.071608 0.620964 0.10 0.05 0.11 0.31
H -1.925461 -1.103082 1.043407 -0.12 -0.10 -0.28 0.24
C 1.114311 0.131302 0.147699 -0.22 -0.41 0.39 -0.26
C 2.039521 -0.740207 -0.282405 -0.61 0.56 0.10 -0.60
H 3.058998 -0.711371 0.080425 -0.03 0.07 -0.05 0.26
H 1.790222 -1.517173 -0.997200 -0.07 -0.01 0.02 0.30
H 0.409795 0.139042 -1.072157 -1.23 -0.38 -1.31 -0.05
H 1.302157 0.945715 0.830634 0.11 -0.02 0.08 0.29
```
Positions in Å, forces in eV/Å.


Density functional theory data (wB97M-V/def2-TZVPD) for one molecule with the formula C2H7NS2 in a non-equilibrium geometry.

Its HOMO-LUMO gap is 8.9596 eV. As for the LUMO energy: 0.37 eV. The SMILES is NCCSS.

```
12
Properties=species:S:1:pos:R:3:forces:R:3:mulliken_charge:R:1
N -1.565439 -1.669572 -0.031941 4.28 0.83 -0.14 -0.58
C -1.010554 -0.273636 -0.281095 0.39 -0.74 4.73 -0.51
C 0.591949 -0.176815 -0.044684 -1.08 -0.28 -1.08 -0.63
S 0.963231 1.492779 -0.861992 0.93 -1.28 1.34 -0.09
S 2.820424 1.912546 0.126068 -0.67 -0.80 -0.74 -0.20
H -0.982301 -2.074707 0.735342 -1.38 0.25 -0.79 0.22
H -2.527897 -1.689083 0.124535 -1.53 0.08 0.64 0.21
H -1.290341 0.421231 0.627192 -0.17 -0.90 -1.90 0.24
H -1.484972 0.073554 -1.157611 0.28 0.69 -1.23 0.41
H 1.185410 -0.984999 -0.582739 -0.80 1.02 0.71 0.37
H 0.786624 -0.211249 1.087531 -0.16 0.33 -1.83 0.41
H 2.513864 3.179951 0.259394 -0.10 0.80 0.29 0.14
```
Positions in Å, forces in eV/Å.


Number 1: M 70.13 g/mol. Number 2: M 109.22 g/mol.